Density functional theory data (wB97M-V/def2-TZVPD) for an isolated molecule of C3H7BO2 at a distorted geometry.

Calculated values
SMILES string: CB1OCCO1
HOMO-LUMO gap (eV): 10.87
Net charge: 0
Relative energy (zero: lowest compared OMol25 entry of this formula, charge and spin) (eV): 0.2804

XYZ file:
```
13
C3H7BO2 | the OMol25 dataset | wB97M-V/def2-TZVPD
B 0.687 0.124 -0.353
C -1.423 0.739 -0.230
C -1.367 -0.743 0.185
C 2.279 -0.045 0.036
O -0.073 1.222 -0.475
O -0.086 -1.017 -0.116
H -2.041 0.806 -1.138
H -2.004 1.228 0.570
H -1.587 -0.684 1.254
H -2.136 -1.450 -0.222
H 2.950 0.698 -0.450
H 2.524 -1.075 -0.143
H 2.276 0.199 1.082
```